1.
A molecular structure, C44H53N7O4S6TeTi at a distorted geometry. Source: the Open Molecules 2025 dataset; level of theory: ωB97M-V/def2-TZVPD.

For the energy above the lowest of the compared OMol25 structures with the same formula, charge and spin, the calculation gives 26.4 kcal/mol. The HOMO energy (alpha / beta) is -8.852 / -8.874 eV. The calculation puts the frontier orbital gap (alpha / beta) at 5.82 / 5.61 eV.

```
! RIJCOSX wB97M-V def2-TZVPD def2/J DEFGRID3
* xyz 1 2
Ti -0.939 -2.103 -0.139
C 1.813 -5.496 0.893
N 1.931 -4.413 1.876
C 2.706 -4.704 3.085
C 1.397 -3.225 1.647
O 0.679 -3.019 0.664
C 1.653 -2.079 2.608
O 1.647 -0.848 1.918
C 2.857 -0.278 1.518
C 3.263 -0.750 0.130
O 2.672 -1.681 -0.398
N 4.285 -0.064 -0.437
C 4.652 -0.349 -1.820
C 4.887 1.122 0.172
H 2.798 -5.712 0.476
H 1.425 -6.389 1.382
H 1.148 -5.200 0.089
H 2.719 -5.781 3.223
H 3.738 -4.358 2.998
H 2.247 -4.262 3.965
H 0.819 -2.070 3.317
H 2.578 -2.212 3.161
H 2.695 0.799 1.512
H 3.657 -0.486 2.235
H 4.082 -1.204 -2.169
H 4.426 0.512 -2.452
H 5.717 -0.571 -1.887
H 5.141 0.957 1.218
H 5.811 1.342 -0.356
H 4.233 1.997 0.103
N -4.292 0.725 -0.607
C -3.407 -0.209 -0.223
S -3.174 -1.618 -1.217
N -2.743 0.021 0.902
N -2.033 -1.155 1.228
C -2.490 -1.742 2.290
C -2.279 -3.165 2.367
C -2.644 -3.938 3.462
C -2.499 -5.308 3.382
C -1.993 -5.857 2.211
C -1.661 -5.017 1.164
N -1.799 -3.688 1.227
H -4.842 0.562 -1.431
H -4.537 1.474 0.019
H -3.147 -1.206 2.963
H -3.052 -3.457 4.342
H -2.784 -5.942 4.211
H -1.885 -6.927 2.093
H -1.286 -5.401 0.227
C 4.222 5.588 2.614
C 3.078 4.712 2.169
C 2.490 3.800 3.026
C 1.455 2.962 2.610
C 0.886 2.052 3.688
C 0.978 3.036 1.288
Te -0.355 1.402 0.699
N -0.381 -0.388 -0.864
C 0.574 0.249 -1.464
O 0.954 1.387 -0.880
C 1.226 0.009 -2.768
C 1.585 -1.266 -3.190
C 2.127 -1.442 -4.453
C 2.289 -0.355 -5.303
C 1.960 0.925 -4.868
C 1.451 1.111 -3.594
C -1.785 2.825 0.003
C -2.285 3.623 1.039
C -2.010 3.402 2.514
C -3.106 4.697 0.712
C -3.463 4.980 -0.598
C -4.309 6.179 -0.942
C -3.034 4.103 -1.584
C -2.210 3.016 -1.317
C -1.849 2.139 -2.487
C 1.530 4.000 0.419
C 1.082 4.279 -1.002
C 2.566 4.803 0.879
H 4.587 5.300 3.599
H 3.914 6.634 2.661
H 5.052 5.529 1.908
H 2.840 3.731 4.054
H 0.216 2.619 4.342
H 1.688 1.662 4.319
H 0.329 1.198 3.312
H 1.471 -2.107 -2.519
H 2.414 -2.435 -4.778
H 2.682 -0.503 -6.301
H 2.102 1.776 -5.521
H 1.227 2.106 -3.235
H -1.696 2.386 2.762
H -2.924 3.575 3.083
H -1.247 4.093 2.881
H -3.466 5.336 1.515
H -4.437 6.835 -0.081
H -5.300 5.875 -1.284
H -3.851 6.756 -1.746
H -3.346 4.265 -2.613
H -1.079 2.606 -3.105
H -2.725 1.996 -3.120
H -1.515 1.151 -2.193
H 0.252 3.667 -1.327
H 1.910 4.118 -1.695
H 0.779 5.324 -1.086
H 2.995 5.531 0.193
C -5.377 -4.561 -1.622
S -3.683 -5.204 -1.673
C -3.016 -4.325 -3.034
C -1.786 -3.790 -3.071
S -0.540 -3.831 -1.825
S -1.350 -3.039 -4.585
C -2.810 -3.341 -5.456
S -3.071 -2.866 -6.997
S -3.963 -4.202 -4.498
H -5.798 -4.902 -0.676
H -5.978 -4.951 -2.440
H -5.358 -3.472 -1.636
*
```



2.
A molecular structure, C44H54BKN11S4 at a distorted geometry. Source: the Open Molecules 2025 dataset; level of theory: ωB97M-V/def2-TZVPD.

For the energy above the lowest of the compared OMol25 structures with the same formula, charge and spin, the calculation gives 0.0 kcal/mol. The HOMO energy is -4.702 eV. The calculation puts the frontier orbital gap at 6.60 eV.

```
! RIJCOSX wB97M-V def2-TZVPD def2/J DEFGRID3
* xyz -1 1
K -0.024 1.792 1.058
C 1.816 2.601 6.304
C 0.766 2.798 5.233
C -0.146 3.987 5.549
C -0.022 1.541 4.992
C -0.685 0.725 5.924
C -1.297 -0.225 5.143
N -0.997 -0.014 3.857
N -0.210 1.090 3.766
B -1.131 -0.835 2.575
N -2.514 -1.522 2.391
C -3.349 -2.181 3.230
C -4.392 -2.709 2.497
C -4.125 -2.283 1.174
N -3.004 -1.588 1.132
C -4.892 -2.581 -0.082
C -6.361 -2.794 0.233
C -4.682 -1.528 -1.162
N 0.027 -1.881 2.495
C 0.144 -3.122 3.005
C 1.427 -3.581 2.731
C 2.021 -2.539 2.011
N 1.190 -1.512 1.915
C 3.348 -2.500 1.302
C 4.463 -2.849 2.285
C 3.621 -1.179 0.584
H 2.426 3.500 6.397
H 2.489 1.770 6.073
H 1.371 2.381 7.277
H 1.278 3.023 4.303
H -0.705 3.815 6.466
H -0.876 4.150 4.749
H 0.426 4.912 5.690
H -0.721 0.808 7.009
H -1.919 -1.055 5.444
H -1.098 -0.119 1.587
H -3.133 -2.267 4.286
H -5.215 -3.296 2.866
H -4.510 -3.532 -0.474
H -6.802 -1.911 0.696
H -6.534 -3.629 0.910
H -6.930 -2.991 -0.675
H -4.994 -0.531 -0.823
H -5.228 -1.783 -2.066
H -3.635 -1.397 -1.411
H -0.695 -3.587 3.529
H 1.825 -4.546 3.000
H 3.315 -3.300 0.553
H 4.544 -2.072 3.067
H 5.423 -2.930 1.793
H 4.278 -3.795 2.796
H 3.612 -0.341 1.280
H 2.860 -0.969 -0.183
H 4.585 -1.238 0.074
C 3.967 5.868 -0.689
S 2.646 6.271 0.452
C 1.372 5.099 0.119
S 1.570 3.830 -1.023
N 0.426 5.364 0.980
N -0.584 4.475 1.045
C -1.716 4.906 1.464
C -2.818 4.041 1.954
C -4.063 4.621 2.229
C -5.017 3.870 2.868
C -4.745 2.570 3.246
C -3.498 2.065 2.896
N -2.568 2.771 2.258
H 4.789 6.580 -0.496
H 3.630 5.952 -1.720
H 4.328 4.860 -0.536
H -1.885 5.971 1.648
H -4.239 5.654 1.959
H -5.980 4.317 3.070
H -5.469 1.959 3.783
H -3.235 1.051 3.149
S 0.078 -1.847 -0.724
C -0.030 -1.900 -2.357
N 0.526 -2.872 -3.127
C 0.400 -2.907 -4.571
C 0.424 -1.493 -5.096
N -0.605 -0.709 -4.436
C -1.172 0.379 -5.252
C -0.176 1.466 -5.545
C 0.388 1.549 -6.809
C 1.361 2.499 -7.077
C 1.771 3.389 -6.097
C 1.206 3.313 -4.822
C 0.241 2.352 -4.547
C -0.791 -0.757 -3.104
S -1.741 0.279 -2.236
C 1.279 -4.018 -2.580
C 2.732 -3.974 -3.029
C 3.325 -5.095 -3.591
C 4.645 -5.059 -4.016
C 5.370 -3.888 -3.881
C 4.795 -2.770 -3.311
C 3.482 -2.810 -2.882
H -0.522 -3.424 -4.844
H 1.223 -3.483 -4.967
H 0.236 -1.463 -6.159
H 1.398 -1.036 -4.926
H -2.046 0.736 -4.728
H -1.496 -0.072 -6.194
H 0.071 0.857 -7.571
H 1.801 2.546 -8.062
H 2.537 4.132 -6.318
H 1.508 4.011 -4.045
H -0.182 2.293 -3.553
H 0.807 -4.941 -2.958
H 1.176 -4.005 -1.505
H 2.728 -5.994 -3.711
H 5.093 -5.923 -4.487
H 6.394 -3.857 -4.222
H 5.393 -1.862 -3.228
H 3.029 -1.922 -2.440
*
```



3.
A molecular structure, C44H54IN6NiPSe at a distorted geometry. Source: the Open Molecules 2025 dataset; level of theory: ωB97M-V/def2-TZVPD.

The HOMO energy (alpha / beta) is -11.377 / -11.056 eV. The calculation puts the frontier orbital gap (alpha / beta) at 6.69 / 2.78 eV.

```
! RIJCOSX wB97M-V def2-TZVPD def2/J DEFGRID3
* xyz 2 3
Ni 12.182 12.472 10.370
N 10.690 13.798 10.874
C 11.032 15.246 10.809
C 11.512 15.663 9.469
C 12.973 15.351 9.185
N 13.250 13.899 9.097
H 9.921 13.612 10.225
H 10.350 13.540 11.819
H 11.834 15.531 11.566
H 10.106 15.767 11.155
H 11.424 16.761 9.350
H 10.884 15.277 8.661
H 13.586 15.760 10.000
H 13.343 15.800 8.270
H 14.266 13.733 9.228
H 13.037 13.464 8.178
I 14.367 12.934 12.087
C 14.748 11.420 13.619
C 16.004 11.582 14.143
C 16.355 10.908 15.335
C 15.503 10.043 15.935
C 14.221 9.748 15.350
C 13.344 8.753 15.899
C 12.155 8.496 15.290
C 11.703 9.230 14.146
C 12.504 10.197 13.538
P 11.746 10.896 12.036
C 10.058 11.223 12.628
C 9.894 11.648 13.959
C 8.671 12.110 14.402
C 7.623 12.221 13.494
C 7.768 11.833 12.168
C 8.983 11.279 11.740
C 11.810 9.349 10.980
C 13.061 8.900 10.627
C 13.231 7.672 9.981
C 12.135 6.942 9.564
C 10.838 7.433 9.891
C 10.686 8.623 10.634
C 13.817 10.471 14.100
H 16.709 12.323 13.748
H 17.351 11.016 15.759
H 15.823 9.561 16.849
H 13.710 8.247 16.823
H 11.450 7.817 15.748
H 10.751 8.898 13.812
H 10.761 11.632 14.640
H 8.476 12.411 15.424
H 6.692 12.648 13.832
H 6.979 12.031 11.416
H 9.080 10.853 10.777
H 13.910 9.516 10.938
H 14.202 7.348 9.674
H 12.320 6.045 8.989
H 9.954 6.925 9.556
H 9.698 8.877 11.046
C 18.865 16.348 6.332
C 20.012 15.736 7.153
C 19.792 16.045 8.633
C 18.508 15.477 9.251
N 18.735 14.184 9.966
C 18.368 12.979 9.519
Se 17.457 12.663 7.983
N 18.663 12.032 10.472
C 18.393 10.585 10.421
C 19.588 9.726 10.143
C 19.417 8.833 8.895
C 20.814 8.336 8.438
C 19.196 12.683 11.582
C 19.652 12.131 12.783
C 20.194 13.089 13.675
C 20.257 14.442 13.348
C 19.844 14.955 12.087
C 19.279 14.029 11.254
H 19.096 16.425 5.244
H 18.567 17.326 6.696
H 17.938 15.757 6.455
H 20.982 16.100 6.822
H 20.055 14.651 7.051
H 19.816 17.110 8.757
H 20.669 15.645 9.163
H 17.746 15.234 8.501
H 18.047 16.180 9.966
H 17.689 10.448 9.570
H 17.846 10.344 11.345
H 19.928 9.062 10.952
H 20.475 10.349 9.893
H 18.900 9.337 8.098
H 18.784 8.009 9.145
H 21.490 9.146 8.157
H 20.823 7.666 7.597
H 21.418 7.880 9.230
H 19.671 11.040 13.006
H 20.610 12.761 14.628
H 20.702 15.145 14.064
H 19.880 16.036 11.904
C 9.534 12.091 7.966
C 10.884 11.554 7.761
N 11.884 11.474 8.644
C 12.969 10.819 8.000
C 12.567 10.465 6.764
N 11.303 10.994 6.585
H 8.809 11.724 7.235
H 9.521 13.172 7.870
H 9.171 11.835 8.975
H 13.863 10.457 8.450
H 13.152 9.978 5.971
H 10.725 10.955 5.681
*
```